Entry 1:
Computed, not measured: a single C3H2FNO2 molecule, with wB97M-V/def2-TZVPD.

Output
* max |F|: 0.641 eV Å⁻¹
* SMILES: Oc1ncoc1F
* HOMO level: -8.92 eV
* total charge: 0
* energy: -420.59110 Eh
* multiplicity: 1
* orbital gap: 9.73 eV

Last column: Löwdin charge in e.
Positions of all 9 atoms, in Å:
C 0.735 -0.213 -0.006  -0.34
C -1.094 -1.279 0.001  -0.18
C -0.265 0.680 0.011  -0.28
H 2.482 -0.858 0.010  0.11
H -1.890 -1.998 -0.002  0.13
N 0.180 -1.476 -0.003  0.16
O 2.054 -0.005 0.001  0.11
O -1.449 0.017 0.001  0.13
F -0.327 1.996 -0.004  0.15

Atomic forces in eV per Å
-0.4 -0.2 0.1
0.2 0.0 0.0
-0.1 0.2 -0.1
0.2 -0.5 0.0
0.0 -0.1 0.0
-0.1 -0.1 0.0
0.2 0.6 0.0
-0.1 0.2 0.1
0.0 -0.2 0.0

Entry 2:
Computed, not measured: 18 unconnected molecules or ions with the total composition C41H116N2O18 in a non-equilibrium geometry, with wB97M-V/def2-TZVPD.

Output
* max |F|: 3.224 eV Å⁻¹
* HOMO level: -8.44 eV
* total charge: 0
* energy: -3095.06749 Eh
* multiplicity: 1
* orbital gap: 8.42 eV

Last column: Löwdin charge in e.
Positions of all 177 atoms, in Å:
C 0.150 -8.864 -3.225  -0.03
C 1.547 -9.270 -2.663  -0.51
C 2.193 -8.036 -2.026  -0.14
C 3.378 -8.347 -1.076  -0.17
C 2.855 -9.273 0.014  -0.15
C 2.291 -10.630 -0.551  -0.43
N 1.349 -10.369 -1.692  -0.09
O 0.867 -11.559 -2.316  -0.01
C 3.514 -11.551 -0.910  -0.04
C 1.469 -11.335 0.663  -0.02
C 2.438 -9.680 -3.822  -0.04
H -0.465 -8.319 -2.509  0.07
H -0.376 -9.775 -3.509  0.07
H 0.098 -8.183 -4.075  0.08
H 2.573 -7.373 -2.804  0.11
H 1.488 -7.438 -1.449  0.12
H 3.767 -7.392 -0.723  0.11
H 4.278 -8.730 -1.555  0.11
H 2.094 -8.863 0.678  0.11
H 3.683 -9.464 0.695  0.11
H 4.241 -11.533 -0.098  0.08
H 3.190 -12.572 -1.115  0.07
H 4.114 -11.219 -1.757  0.06
H 1.100 -12.300 0.314  0.07
H 2.115 -11.489 1.527  0.07
H 0.590 -10.743 0.918  0.07
H 2.566 -8.818 -4.476  0.09
H 1.963 -10.433 -4.450  0.08
H 3.376 -10.118 -3.479  0.07
H 1.648 -12.040 -2.597  0.08
C -1.506 2.303 0.821  -0.02
C 0.029 2.198 0.880  -0.50
C 0.424 2.191 2.354  -0.17
C 0.262 0.896 3.215  -0.15
C 0.987 -0.227 2.447  -0.13
C 0.572 -0.339 0.919  -0.45
N 0.629 1.012 0.229  -0.13
O 0.360 0.917 -1.102  -0.01
C 1.751 -1.163 0.293  -0.04
C -0.760 -1.066 0.754  -0.03
C 0.744 3.459 0.316  -0.03
H -1.745 2.532 -0.218  0.08
H -1.977 2.999 1.514  0.09
H -2.005 1.342 0.943  0.06
H 1.483 2.427 2.456  0.11
H -0.019 3.060 2.841  0.12
H -0.808 0.736 3.087  0.09
H 0.541 1.060 4.256  0.11
H 0.713 -1.189 2.880  0.11
H 2.048 -0.028 2.599  0.11
H 1.841 -2.137 0.773  0.08
H 1.543 -1.318 -0.766  0.07
H 2.731 -0.688 0.314  0.08
H -0.614 -2.086 1.109  0.09
H -1.474 -0.626 1.450  0.07
H -1.209 -1.043 -0.239  0.08
H 1.805 3.449 0.566  0.08
H 0.303 4.372 0.714  0.09
H 0.707 3.417 -0.773  0.07
H -0.576 0.700 -1.109  0.08
C -2.126 -2.112 -5.042  -0.09
C -2.995 -0.841 -5.147  -0.32
O -3.075 -0.291 -3.864  -0.09
H -2.627 -2.931 -4.526  0.07
H -1.243 -1.958 -4.422  0.07
H -1.791 -2.457 -6.020  0.07
H -3.998 -1.165 -5.424  0.10
H -2.638 -0.095 -5.856  0.11
H -3.627 -0.887 -3.352  0.08
C -2.608 5.740 7.718  -0.09
C -2.104 7.049 7.113  -0.33
O -0.741 6.934 6.901  -0.10
H -2.079 5.523 8.646  0.07
H -2.491 4.847 7.104  0.07
H -3.670 5.807 7.951  0.07
H -2.193 7.873 7.820  0.11
H -2.515 7.196 6.114  0.12
H -0.245 6.805 7.713  0.08
C -6.003 6.324 -3.574  -0.08
C -6.346 7.554 -4.379  -0.36
O -6.010 7.347 -5.700  -0.07
H -6.378 5.397 -4.007  0.08
H -6.261 6.416 -2.519  0.07
H -4.924 6.321 -3.419  0.07
H -5.847 8.450 -4.008  0.11
H -7.410 7.781 -4.319  0.11
H -6.617 7.782 -6.303  0.09
C -7.403 -4.518 -0.039  -0.11
C -5.976 -4.213 -0.277  -0.37
O -5.725 -3.309 -1.293  -0.06
H -7.540 -4.908 0.970  0.08
H -7.838 -5.297 -0.665  0.07
H -8.078 -3.670 -0.148  0.08
H -5.458 -5.142 -0.513  0.11
H -5.551 -3.944 0.690  0.12
H -6.189 -3.544 -2.100  0.09
C 6.597 -3.494 -3.562  -0.09
C 7.615 -2.508 -4.143  -0.34
O 7.542 -1.326 -3.390  -0.07
H 5.603 -3.064 -3.438  0.07
H 6.990 -3.916 -2.638  0.07
H 6.520 -4.307 -4.284  0.07
H 7.436 -2.299 -5.197  0.10
H 8.622 -2.924 -4.135  0.11
H 6.738 -0.908 -3.706  0.08
C -7.752 1.431 0.170  -0.09
C -9.246 1.655 0.302  -0.32
O -9.694 2.425 1.419  -0.09
H -7.263 0.890 0.979  0.07
H -7.146 2.332 0.081  0.07
H -7.578 0.861 -0.743  0.07
H -9.709 0.670 0.253  0.10
H -9.655 2.245 -0.518  0.11
H -10.647 2.389 1.528  0.08
C -4.396 -2.535 6.092  -0.09
C -5.351 -1.352 5.997  -0.33
O -4.886 -0.251 6.782  -0.08
H -4.468 -2.925 7.108  0.07
H -3.370 -2.222 5.896  0.07
H -4.722 -3.271 5.357  0.07
H -6.382 -1.621 6.225  0.11
H -5.289 -1.030 4.958  0.10
H -5.341 0.514 6.422  0.08
C -0.452 9.508 -1.815  -0.12
O -0.757 10.355 -0.650  -0.15
H 0.392 8.888 -1.512  0.07
H -1.366 8.929 -1.947  0.07
H -0.154 10.088 -2.689  0.07
H -0.322 9.980 0.119  0.05
C -1.346 4.768 -5.668  -0.15
O -1.899 6.078 -5.936  -0.13
H -1.953 4.250 -4.926  0.07
H -1.372 4.127 -6.549  0.07
H -0.346 4.800 -5.236  0.07
H -2.851 6.047 -5.819  0.06
C 3.451 1.172 -5.391  -0.16
O 3.954 1.470 -4.085  -0.12
H 2.829 1.915 -5.891  0.07
H 4.280 1.010 -6.081  0.07
H 2.943 0.213 -5.286  0.08
H 3.148 1.403 -3.568  0.06
C -2.124 -7.230 3.418  -0.18
O -3.459 -7.505 3.040  -0.12
H -1.997 -6.400 4.113  0.08
H -1.739 -8.109 3.934  0.07
H -1.435 -7.162 2.576  0.07
H -3.410 -8.082 2.274  0.07
C 3.935 6.792 -4.594  -0.14
O 4.961 5.767 -4.765  -0.14
H 4.389 7.776 -4.706  0.07
H 3.207 6.742 -5.403  0.07
H 3.495 6.719 -3.599  0.07
H 4.602 4.967 -4.375  0.06
C 5.100 4.683 5.813  -0.17
O 6.145 4.289 4.953  -0.12
H 4.329 3.924 5.944  0.07
H 5.498 4.732 6.827  0.07
H 4.695 5.660 5.550  0.08
H 6.504 3.475 5.314  0.07
C 7.609 0.137 3.487  -0.14
O 8.285 0.623 4.657  -0.15
H 7.630 1.039 2.876  0.07
H 8.225 -0.591 2.959  0.07
H 6.601 -0.204 3.725  0.08
H 9.240 0.707 4.609  0.07
C 6.449 7.961 1.472  -0.15
O 6.790 7.874 2.867  -0.14
H 6.789 8.911 1.060  0.08
H 6.956 7.180 0.906  0.07
H 5.374 7.809 1.371  0.07
H 6.606 6.997 3.213  0.06
C 1.819 10.050 3.658  -0.14
O 0.740 9.142 3.306  -0.14
H 2.151 10.605 2.781  0.08
H 1.412 10.781 4.357  0.07
H 2.649 9.538 4.146  0.07
H 0.478 8.638 4.080  0.06

Atomic forces in eV per Å
-0.3 -0.3 0.3
-0.4 0.4 -0.5
1.1 0.0 0.7
-1.0 0.4 -0.3
0.2 -0.7 -0.1
0.1 -0.3 0.8
-0.1 0.5 1.3
0.2 0.7 0.6
-0.4 0.5 0.0
0.7 0.5 -1.9
-0.3 -0.5 -0.6
0.1 -0.4 0.6
-0.1 0.0 0.0
0.8 -0.1 -0.3
-0.3 -0.1 -0.3
-0.3 -0.2 0.1
-0.3 0.1 0.6
-0.3 -0.6 -0.4
-0.2 0.6 -0.4
0.0 -0.5 0.1
-0.3 -0.3 0.3
0.1 -0.1 0.2
-0.3 0.2 -0.3
0.1 -0.1 0.0
0.0 0.1 0.0
0.2 0.2 0.0
0.4 0.0 0.1
-0.1 -0.2 0.1
0.2 0.4 -0.1
0.3 -0.2 -0.3
0.0 -0.7 -1.4
0.6 0.1 1.2
1.6 -0.2 1.7
-1.3 0.7 -2.7
-1.1 0.8 0.1
2.2 0.8 -0.1
1.1 -0.1 3.0
-0.6 -0.1 -1.0
-0.8 0.0 -0.6
0.0 0.2 1.0
-0.4 -0.7 -0.5
-0.4 0.6 0.0
0.3 0.2 -0.2
0.2 -0.1 0.4
0.4 0.0 -0.4
-0.5 -0.1 0.0
-0.3 -0.5 0.9
0.0 -0.2 -0.2
0.3 -0.2 0.1
0.2 -0.4 -0.5
-0.1 -0.1 0.1
-0.1 -0.2 -0.1
-0.2 0.4 0.4
-0.1 -0.2 -0.4
-0.2 0.0 -0.1
0.3 -0.2 -0.1
-0.1 -0.2 0.2
-0.1 0.0 -0.2
-0.3 0.3 -0.1
-0.6 -0.1 -0.8
0.4 0.2 -0.4
0.1 -1.7 0.3
-0.2 1.0 0.8
-0.4 0.0 -0.2
0.1 0.5 -0.2
-0.1 -0.2 0.0
-0.1 0.2 -0.6
0.2 -0.1 0.2
0.0 0.1 0.3
-0.7 0.1 0.3
0.1 -1.2 0.7
2.2 0.0 -1.1
0.0 0.1 0.2
0.2 0.3 -0.4
-0.1 0.0 0.1
-1.1 0.2 -0.2
-0.4 0.5 0.3
-0.3 0.0 0.1
0.9 0.5 0.9
-1.2 0.4 0.9
0.8 -0.6 -1.8
0.1 0.1 0.0
-0.9 0.0 -0.1
0.3 -0.5 -0.7
0.3 0.0 0.3
-0.3 -0.1 0.2
0.0 0.1 0.2
-1.9 -0.6 0.4
0.5 -1.6 0.4
0.5 1.6 -0.5
0.0 0.1 0.1
0.3 0.0 -0.4
0.2 0.3 0.1
0.1 -0.4 0.0
0.3 0.9 -0.4
-0.1 -0.3 0.1
0.8 -0.6 -1.0
-0.7 -0.5 0.1
0.5 0.7 0.0
0.1 0.1 0.1
-0.3 0.2 0.1
-0.2 -0.3 0.1
-0.3 0.0 -0.2
0.1 0.1 0.5
-0.1 0.4 0.3
0.5 0.5 0.2
-0.9 0.4 -0.4
1.1 -0.2 1.0
-0.5 -0.2 0.2
-0.3 0.3 -0.1
-0.1 -0.1 0.0
-0.3 -0.1 0.3
0.5 -0.4 -0.8
0.0 -0.2 -0.3
-0.7 0.5 0.6
1.0 0.3 -0.9
-0.2 -0.4 0.1
0.2 -0.4 -0.1
-0.1 0.0 -0.1
0.2 -0.2 0.2
0.0 -0.1 0.2
-0.4 0.0 -0.3
0.1 0.2 0.2
-0.2 0.3 2.0
0.3 0.1 -1.0
-0.1 -0.4 -0.4
0.3 -0.2 -0.6
-0.3 0.2 0.2
0.0 0.0 0.0
-1.1 0.1 0.3
0.9 -0.6 0.2
-0.1 0.0 0.2
0.3 0.2 -0.2
0.0 0.5 -0.3
0.0 -0.1 0.0
0.7 -1.0 -0.2
-0.5 0.5 -0.7
-0.3 0.3 0.5
0.2 0.0 0.2
-0.4 0.0 -0.5
0.2 0.2 0.7
0.9 -1.3 0.3
-0.1 0.7 -0.1
-0.5 0.2 -0.4
0.1 -0.1 0.4
-0.2 0.6 -0.3
-0.1 0.0 0.0
0.9 -0.5 -0.4
-0.8 1.0 0.2
0.3 -0.2 0.2
-0.3 -0.3 0.2
-0.2 0.0 -0.1
0.1 -0.2 0.0
0.3 -0.3 1.3
-0.2 0.1 -0.5
-0.4 0.0 -0.7
0.1 0.6 0.3
0.1 -0.3 -0.3
0.2 -0.1 -0.1
1.8 1.5 -0.2
-0.8 -0.5 1.4
-0.9 -0.3 -0.7
-0.4 -0.4 0.1
0.3 0.0 0.1
-0.2 -0.3 -0.7
0.1 -0.8 0.7
0.2 0.7 -0.4
-0.2 0.1 0.4
0.0 -0.1 -0.1
-0.1 0.3 -0.3
-0.1 -0.1 -0.2
-1.2 -0.3 0.5
0.9 0.5 -0.5
-0.1 -0.4 -0.1
0.2 0.2 0.1
0.1 -0.1 -0.2
0.1 0.1 0.2

Entry 3:
Computed, not measured: a molecular structure, C15H22N2O3PtSb, with wB97M-V/def2-TZVPD.

Output
* max |F|: 0.748 eV Å⁻¹
* HOMO level: -11.10 eV
* total charge: +1
* energy: -1279.20602 Eh
* multiplicity: 1
* orbital gap: 6.49 eV

Last column: Löwdin charge in e.
Positions of all 44 atoms, in Å:
Pt 1.286 1.173 1.045  1.24
O -0.676 1.552 1.353  -0.29
C -1.570 2.114 0.549  -0.35
C -2.836 2.352 1.116  -0.01
C -3.848 2.924 0.386  -0.05
C -3.646 3.282 -0.951  -0.07
C -2.420 3.053 -1.520  -0.03
C -1.364 2.468 -0.795  -0.09
C -0.089 2.248 -1.447  -0.25
N 1.021 1.757 -0.898  -0.10
C 2.010 1.732 -1.869  -0.12
C 1.488 2.201 -3.021  -0.04
N 0.176 2.520 -2.741  0.13
H -2.974 2.081 2.154  0.13
H -4.807 3.103 0.853  0.12
H -4.439 3.737 -1.527  0.11
H -2.274 3.346 -2.552  0.11
H 3.012 1.410 -1.645  0.12
H 1.923 2.357 -3.991  0.13
H -0.482 2.904 -3.397  0.16
O 3.121 0.737 1.534  -0.44
O 2.252 0.671 2.665  -0.44
C 1.996 -2.044 -1.728  -0.15
C 0.681 -2.060 -0.957  -0.38
Sb 0.846 -1.254 0.989  1.59
C 2.415 -2.285 1.947  -0.37
C 2.235 -3.793 1.791  -0.16
C -0.969 -1.682 1.978  -0.36
C -2.201 -1.449 1.110  -0.15
H 1.870 -2.535 -2.693  0.09
H 2.789 -2.570 -1.194  0.07
H 2.334 -1.026 -1.916  0.05
H 0.321 -3.075 -0.772  0.07
H -0.110 -1.521 -1.479  0.06
H 2.397 -1.955 2.983  0.07
H 3.345 -1.921 1.514  0.06
H 1.302 -4.150 2.230  0.07
H 3.048 -4.306 2.303  0.09
H 2.261 -4.110 0.747  0.06
H -0.981 -1.077 2.884  0.07
H -0.867 -2.730 2.271  0.06
H -2.291 -0.404 0.818  0.05
H -3.098 -1.718 1.667  0.09
H -2.186 -2.063 0.207  0.07

Atomic forces in eV per Å
-0.3 0.5 -0.4
0.1 0.0 0.0
0.0 -0.1 0.1
0.0 0.0 0.0
0.0 0.0 0.0
0.0 0.0 0.0
0.0 0.0 0.0
0.0 0.0 -0.1
0.0 0.0 0.0
-0.1 0.0 0.0
0.0 0.0 0.0
0.0 0.1 0.0
0.0 0.0 0.0
0.0 0.0 0.0
0.0 0.0 0.0
0.0 0.0 0.0
0.0 0.0 0.0
0.0 0.0 0.0
0.0 0.0 0.0
0.0 0.0 0.0
0.1 -0.1 0.2
0.1 -0.1 0.0
0.0 0.0 0.0
0.0 0.2 -0.2
0.0 -0.5 0.3
0.1 -0.1 0.0
0.0 0.0 0.0
-0.1 0.1 0.1
0.0 0.0 0.0
0.0 0.0 0.0
0.0 0.0 0.0
0.0 0.0 0.0
0.0 0.0 0.0
0.0 0.0 0.0
0.0 0.0 0.0
0.0 0.0 0.0
0.0 0.0 0.0
0.0 0.0 0.0
0.0 0.0 0.0
0.0 0.0 0.0
0.0 0.0 0.0
0.0 0.0 0.0
0.0 0.0 0.0
0.0 0.0 0.0

Entry 4:
Computed, not measured: a single C19H24N4O4 molecule in a non-equilibrium geometry, with wB97M-V/def2-TZVPD.

Output
* max |F|: 1.385 eV Å⁻¹
* SMILES: CCOCCOc1nc2c(c(=O)n(C)c(=O)n2C)n1CCc1ccccc1
* HOMO level: -8.14 eV
* total charge: 0
* energy: -1258.45686 Eh
* multiplicity: 1
* orbital gap: 8.79 eV

Last column: Löwdin charge in e.
Positions of all 51 atoms, in Å:
C 4.780 0.845 -4.047  -0.07
C 4.971 1.958 -3.020  -0.27
O 3.764 2.490 -2.515  -0.15
C 3.063 1.630 -1.649  -0.21
C 1.846 2.399 -1.134  -0.13
H 2.167 3.333 -0.670  0.14
H 1.176 2.611 -1.972  0.13
O 1.150 1.691 -0.119  0.03
C 0.447 0.637 -0.522  -0.35
N 0.329 0.197 -1.762  0.22
C -0.491 -0.876 -1.660  -0.21
C -0.870 -1.089 -0.347  -0.06
N -0.235 -0.095 0.383  0.06
C -0.369 0.138 1.797  -0.10
H -0.363 -0.833 2.299  0.13
H 0.486 0.732 2.126  0.14
C -1.685 0.860 2.118  -0.12
C -1.871 0.939 3.607  -0.24
C -1.552 2.090 4.312  -0.05
C -1.706 2.136 5.687  -0.09
C -2.176 1.027 6.369  -0.10
C -2.492 -0.127 5.672  -0.08
C -2.339 -0.172 4.298  -0.04
H -2.586 -1.070 3.750  0.11
H -2.860 -0.994 6.201  0.10
H -2.298 1.063 7.442  0.10
H -1.458 3.039 6.226  0.10
H -1.185 2.959 3.782  0.11
H -1.669 1.858 1.675  0.12
H -2.503 0.288 1.678  0.12
C -1.736 -2.153 0.044  -0.37
O -2.127 -2.411 1.168  0.06
N -2.122 -2.915 -1.067  0.03
C -1.757 -2.733 -2.391  -0.44
O -2.163 -3.472 -3.262  0.08
N -0.916 -1.674 -2.672  0.01
C -0.491 -1.423 -4.031  0.00
H -1.064 -2.078 -4.685  0.09
H -0.670 -0.378 -4.278  0.09
H 0.574 -1.634 -4.135  0.10
C -3.011 -4.040 -0.828  -0.01
H -3.214 -4.076 0.239  0.09
H -3.936 -3.906 -1.389  0.10
H -2.535 -4.964 -1.158  0.10
H 2.719 0.727 -2.168  0.11
H 3.702 1.334 -0.801  0.14
H 5.598 1.599 -2.190  0.12
H 5.467 2.812 -3.489  0.12
H 4.095 1.174 -4.824  0.08
H 5.738 0.603 -4.500  0.07
H 4.381 -0.054 -3.585  0.06

Atomic forces in eV per Å
-0.1 0.3 0.3
0.2 -0.1 -0.2
-0.3 0.1 0.1
-0.1 -0.2 0.2
0.5 0.4 -0.6
-0.1 -0.1 -0.1
0.0 0.0 0.1
-0.2 -0.4 0.3
-0.3 -0.3 0.2
0.1 0.1 -0.4
-0.1 0.2 1.4
0.0 -0.1 -0.8
0.3 0.2 -0.4
-0.2 0.2 0.4
0.1 0.1 0.0
-0.1 -0.1 0.0
0.2 -0.1 0.1
-0.1 0.1 -0.1
0.0 0.0 0.0
0.0 0.1 0.1
0.0 0.0 0.1
0.0 -0.1 0.1
0.0 0.0 0.0
0.0 -0.1 -0.1
0.0 -0.1 0.0
0.0 0.0 0.1
0.0 0.1 0.0
0.0 0.1 -0.1
0.0 0.0 0.0
0.0 0.0 -0.1
0.3 0.4 -0.1
0.0 0.0 0.3
-0.2 -0.2 0.1
0.1 0.1 -0.1
-0.1 -0.2 -0.2
0.0 0.0 0.0
0.0 0.0 -0.3
0.1 0.1 0.1
0.0 0.0 0.0
0.0 0.0 -0.1
-0.2 -0.2 0.1
0.0 0.0 -0.1
0.0 0.0 0.0
-0.1 0.0 0.0
0.1 0.1 0.1
-0.1 0.0 -0.1
0.0 0.1 -0.1
0.1 -0.1 0.1
-0.1 0.0 -0.1
0.1 -0.1 -0.1
0.0 -0.1 0.0

Q: The lowest max |F| belongs to which entry?
A: C3H2FNO2

Q: HOMO level of number 2 (C41H116N2O18)?
A: -8.44 eV